{
  "formula": "C3H12N2P",
  "method": "ωB97M-V/def2-TZVPD",
  "e_homo_ev": -13.97,
  "relative_energy_kcal_mol": 36.5,
  "charge": 1,
  "elements": ["C", "C", "C", "N", "N", "P", "H", "H", "H", "H", "H", "H", "H", "H", "H", "H", "H", "H"],
  "coordinates": [[1.2950, -0.2626, 1.4017], [-2.7065, 0.6236, 2.3793], [2.0234, -1.8925, -1.5608], [1.2382, -0.8378, -1.4923], [-0.0117, 1.2543, -0.6340], [1.5553, 0.4743, -0.2304], [1.5152, 0.5314, 2.0631], [1.7945, -1.2718, 1.4268], [0.2606, -0.5104, 1.5291], [-3.5959, 0.1432, 2.0810], [-2.7454, 1.7026, 2.5851], [-2.5772, 0.0454, 3.2386], [2.8334, -1.9741, -0.8621], [1.8314, -2.7369, -2.2010], [-1.9190, 0.4098, 1.6159], [0.5184, -0.5731, -2.1957], [0.0874, 2.2712, -0.6602], [-0.7531, 1.0531, 0.0372]],
  "forces_ev_per_angstrom": [[-0.73, -2.45, -1.96], [1.10, 0.66, -1.21], [-2.38, 1.89, 0.03], [1.88, -1.88, 0.43], [1.72, -0.41, 0.99], [-1.57, 2.10, -1.39], [0.94, 0.37, 1.10], [0.23, 1.38, 0.69], [-0.82, -0.06, 0.15], [-1.46, 0.33, -1.15], [-0.33, -0.57, -0.09], [1.22, -0.49, 1.76], [0.26, 0.06, 0.39], [-0.03, 0.15, -0.62], [-0.55, 0.06, 0.72], [0.34, -0.70, 0.58], [0.07, -0.34, -0.22], [0.11, -0.09, -0.18]]
}